[1]
Formula: C5H28N2O8
Source: OMol25
Level of theory: ωB97M-V/def2-TZVPD

Each line ends with the Mulliken spin population.
CARTESIAN COORDINATES (ANGSTROEM)
C -1.245 -0.187 0.830  0.1271
O -2.307 0.360 1.565  0.5792
C -1.289 0.452 -0.562  0.1297
C 0.069 0.451 -1.282  0.0066
C 0.391 -0.914 -1.933  -0.0032
C 2.414 -1.830 -0.931  0.0002
N 1.124 -1.818 -1.018  0.0034
N -1.719 1.927 -0.385  0.0126
H -1.253 -1.225 0.790  -0.0233
H -0.322 0.141 1.411  0.0574
H -2.980 -0.308 1.735  -0.0088
H -2.085 -0.058 -1.161  0.0356
H 0.912 0.759 -0.532  0.0011
H 0.106 1.193 -2.116  0.0261
H 0.965 -0.778 -2.778  0.0019
H -0.492 -1.399 -2.260  0.0014
H 2.925 -2.574 -0.179  -0.0001
H 3.065 -1.179 -1.522  -0.0001
H 0.505 -2.455 -0.428  0.0006
H -1.859 2.388 -1.295  0.0033
H -2.588 1.950 0.194  0.0050
H -0.969 2.388 0.218  0.0046
H 0.108 1.577 3.635  0.0000
H 1.383 2.358 3.976  -0.0001
O 0.951 1.848 3.283  0.0009
H -0.430 -4.057 1.035  0.0001
H 0.627 -3.081 1.489  0.0003
O -0.151 -3.156 0.941  0.0017
H 3.511 0.244 1.761  0.0002
H 2.047 0.583 2.178  -0.0021
O 2.608 -0.058 1.611  0.0026
H -2.281 3.164 -3.580  0.0000
H -1.195 4.065 -3.073  -0.0001
O -1.615 3.177 -2.899  0.0005
H -3.173 -2.327 -2.299  -0.0014
H -2.865 -1.456 -3.550  -0.0011
O -2.615 -1.601 -2.614  0.0313
H 2.383 -1.774 1.938  0.0004
H 2.684 -3.079 2.640  0.0000
O 2.280 -2.710 1.914  0.0003
H 0.728 2.560 1.734  -0.0003
H 1.048 3.628 0.707  0.0005
O 0.601 2.810 0.817  0.0060

Properties
Charge ... +3
DFT total energy ... -24969.12658 eV
Multiplicity ... 2
HOMO (spin up / spin down) ... -20.60 / -20.60 eV
Expectation value of S² ... 0.75
Orbital gap (spin up / spin down) ... 11.27 / 4.07 eV

---

[2]
Formula: C34H42IrN4O3P2S
Source: OMol25
Level of theory: ωB97M-V/def2-TZVPD

Each line ends with the Mulliken spin population.
CARTESIAN COORDINATES (ANGSTROEM)
Ir -0.741 -0.388 0.355  1.2525
C -5.286 -4.701 1.193  0.0715
C -5.426 -4.189 -0.036  0.1521
C -6.513 -3.256 -0.490  -0.0085
C -6.985 -2.180 0.516  0.1374
C -5.902 -1.510 1.340  0.6527
C -5.177 -2.091 2.312  0.5674
C -5.772 -3.187 3.159  0.0878
C -6.203 -4.434 2.355  0.0312
C 0.185 1.110 1.488  0.3326
H -4.571 -5.510 1.385  0.0091
H -4.943 -4.685 -0.884  0.0201
H -7.410 -3.821 -0.809  0.0107
H -6.177 -2.736 -1.402  -0.0072
H -7.459 -1.379 -0.080  0.0051
H -7.780 -2.596 1.156  0.0368
H -5.960 -0.408 1.263  0.0618
H -4.223 -1.704 2.654  0.3524
H -6.651 -2.800 3.705  0.0215
H -5.044 -3.506 3.914  -0.0136
H -6.174 -5.304 3.026  -0.0012
H -7.248 -4.313 2.048  0.0152
H 1.134 0.692 1.861  0.0396
H -0.386 1.436 2.367  0.0097
H 0.445 1.990 0.880  -0.0061
P -2.570 0.703 0.595  -0.0703
P -1.713 -1.711 -1.160  0.0679
N -3.054 0.789 2.258  0.0220
N -2.717 2.379 0.080  0.0092
N -1.699 -3.230 -0.302  0.0325
N -1.018 -2.137 -2.672  0.0312
C -3.838 -0.210 -0.310  -0.0811
C -3.396 -1.136 -1.455  -0.0004
C -2.345 0.170 3.301  -0.0174
C -2.960 0.490 4.497  0.0249
C -4.112 1.293 4.193  -0.0016
C -4.154 1.450 2.807  0.0124
C -1.846 3.407 0.470  -0.0018
C -2.089 4.519 -0.319  -0.0015
C -3.162 4.187 -1.212  0.0006
C -3.537 2.878 -0.941  -0.0013
C -1.010 -3.431 0.894  0.2429
C -1.312 -4.692 1.370  0.0469
C -2.225 -5.284 0.454  0.1389
C -2.446 -4.364 -0.564  0.2916
C -1.036 -3.396 -3.291  0.0020
C -0.379 -3.293 -4.513  0.0113
C 0.020 -1.934 -4.674  0.0059
C -0.380 -1.239 -3.547  -0.0057
H -4.637 0.464 -0.643  -0.0226
H -4.256 -0.851 0.481  0.0594
H -4.066 -2.013 -1.534  0.0045
H -3.384 -0.599 -2.423  0.0065
H -1.445 -0.398 3.090  -0.0121
H -2.622 0.193 5.488  0.0003
H -4.821 1.711 4.889  0.0000
H -4.844 1.975 2.165  -0.0053
H -1.137 3.261 1.269  0.0015
H -1.557 5.458 -0.263  0.0001
H -3.600 4.831 -1.963  0.0000
H -4.306 2.256 -1.370  0.0009
H -0.389 -2.633 1.309  0.0761
H -0.917 -5.142 2.268  0.0041
H -2.709 -6.243 0.552  0.0020
H -3.068 -4.409 -1.451  0.0279
H -1.491 -4.239 -2.793  -0.0049
H -0.205 -4.115 -5.193  0.0000
H 0.561 -1.505 -5.509  0.0000
H -0.296 -0.197 -3.290  -0.0007
C 6.748 2.466 0.419  0.0002
C 5.529 1.676 0.037  0.0023
C 4.826 2.011 -1.127  0.0039
C 3.674 1.321 -1.485  -0.0002
C 3.208 0.286 -0.663  0.0098
C 3.921 -0.093 0.478  0.0022
C 5.069 0.617 0.828  0.0001
S 1.713 -0.562 -1.131  0.0329
O 0.791 0.527 -1.513  0.1368
O 2.061 -1.523 -2.152  0.0132
O 1.157 -1.213 0.136  0.0732
H 7.536 2.340 -0.333  0.0003
H 6.539 3.541 0.482  0.0003
H 7.117 2.149 1.400  -0.0001
H 5.183 2.846 -1.738  0.0001
H 3.126 1.590 -2.391  -0.0002
H 3.550 -0.922 1.079  -0.0024
H 5.612 0.364 1.745  0.0001

Properties
Charge ... +2
DFT total energy ... -80270.44795 eV
Energy above the lowest of the compared OMol25 structures with the same formula, charge and spin ... 0.0 kcal/mol
Multiplicity ... 6
HOMO (spin up / spin down) ... -10.96 / -13.34 eV
Expectation value of S² ... 8.78
Orbital gap (spin up / spin down) ... 5.07 / 3.41 eV

---

[3]
Formula: C4H11NO3
Source: OMol25
Level of theory: ωB97M-V/def2-TZVPD

Each line ends with the Löwdin charge.
CARTESIAN COORDINATES (ANGSTROEM)
C -1.912 1.121 -1.418  -0.1171
N -0.660 0.327 -1.530  -0.0902
C 0.093 0.273 -0.253  -0.3189
C 0.759 1.572 0.064  -0.2084
O 1.427 1.470 1.387  -0.0927
C 1.205 -0.846 -0.229  -0.1819
O 1.165 -1.848 0.428  0.0639
H -1.915 1.821 -0.549  0.0806
H -2.190 1.674 -2.362  0.0919
H -2.728 0.439 -1.383  0.0543
H -0.008 0.617 -2.262  0.1010
H -0.825 0.123 0.500  0.1744
H 0.031 2.307 0.457  0.1191
H 1.411 2.100 -0.649  0.1302
H 2.384 1.567 1.326  0.0760
H 2.109 -0.624 -0.739  0.1094
H -1.754 -2.715 0.606  0.0396
H -0.863 -2.369 1.848  0.0409
O -1.626 -2.078 1.318  -0.0720

Properties
SMILES ... CN[C@@H](C=O)CO.O
DFT total energy ... -11956.82466 eV
Energy above the lowest of the compared OMol25 structures with the same formula, charge and spin ... 75.8 kcal/mol
Multiplicity ... 1
HOMO ... -8.92 eV
Orbital gap ... 9.66 eV

---

[4]
Formula: C29H17AuF10N7S
Source: OMol25
Level of theory: ωB97M-V/def2-TZVPD

Each line ends with the Löwdin charge.
CARTESIAN COORDINATES (ANGSTROEM)
Au 1.486 -0.742 -0.006  1.3476
C 3.763 1.191 0.044  -0.0204
N 3.478 -0.258 0.019  -0.3190
C 3.982 -0.891 -1.239  -0.1625
C 3.105 -0.478 -2.403  -0.2131
N 1.711 -0.801 -2.064  -0.1131
C 0.675 -0.120 -2.708  -0.2040
C 0.571 1.265 -2.840  -0.1632
F 1.545 2.056 -2.354  0.0850
C -0.560 1.889 -3.333  -0.1468
F -0.623 3.217 -3.374  0.1362
C -1.652 1.132 -3.719  -0.1370
F -2.758 1.722 -4.153  0.1493
C -1.582 -0.249 -3.628  -0.1417
F -2.627 -0.990 -3.990  0.1379
C -0.432 -0.851 -3.156  -0.1641
F -0.409 -2.185 -3.102  0.1165
C 3.966 -0.934 1.262  -0.1624
C 3.075 -0.543 2.420  -0.2163
N 1.693 -0.880 2.053  -0.1128
C 0.628 -0.297 2.733  -0.2037
C -0.498 -1.088 3.003  -0.1657
F -0.454 -2.400 2.749  0.1121
C -1.682 -0.569 3.486  -0.1436
F -2.737 -1.360 3.664  0.1367
C -1.773 0.783 3.780  -0.1380
F -2.911 1.298 4.226  0.1477
C -0.667 1.588 3.581  -0.1470
F -0.747 2.895 3.817  0.1359
C 0.499 1.052 3.064  -0.1596
F 1.482 1.918 2.755  0.0879
H 4.846 1.336 0.057  0.1145
H 3.325 1.641 0.930  0.0831
H 3.341 1.666 -0.837  0.0790
H 3.917 -1.969 -1.098  0.1240
H 5.028 -0.617 -1.402  0.1401
H 3.408 -1.067 -3.275  0.1325
H 3.266 0.570 -2.665  0.1050
H 5.011 -0.671 1.447  0.1402
H 3.895 -2.007 1.086  0.1242
H 3.225 0.506 2.679  0.1001
H 3.372 -1.125 3.298  0.1344
S -6.257 -0.038 -0.134  1.0700
N -5.264 -1.306 -0.174  -0.1973
C -4.033 -0.824 -0.118  -0.3012
C -2.820 -1.621 -0.131  -0.0663
C -2.843 -3.015 -0.193  0.0524
C -1.654 -3.703 -0.208  -0.0018
C -0.469 -2.984 -0.164  -0.0975
N -0.441 -1.658 -0.101  -0.0013
C -1.594 -0.956 -0.078  -0.1291
C -1.544 0.516 0.006  -0.1559
N -0.336 1.073 0.069  0.0836
C -0.235 2.390 0.168  -0.1152
C -1.345 3.232 0.201  -0.0025
C -2.600 2.668 0.127  0.0399
C -2.713 1.280 0.028  -0.0748
C -3.984 0.587 -0.043  -0.3015
N -5.179 1.155 -0.044  -0.1951
H -3.797 -3.524 -0.229  0.1338
H -1.622 -4.782 -0.253  0.1252
H 0.488 -3.486 -0.186  0.1264
H 0.769 2.796 0.219  0.1178
H -1.212 4.301 0.283  0.1234
H -3.498 3.270 0.146  0.1313

Properties
Charge ... +1
DFT total energy ... -82474.25615 eV
Multiplicity ... 1
HOMO ... -10.87 eV
Orbital gap ... 6.94 eV

---

[5]
Formula: C2H8NOS
Source: OMol25
Level of theory: ωB97M-V/def2-TZVPD

Each line ends with the Mulliken spin population.
CARTESIAN COORDINATES (ANGSTROEM)
S -1.718 0.183 0.572  0.3169
H -2.990 0.564 0.668  0.2798
C 1.224 0.632 -0.416  0.1932
O 0.998 1.507 0.667  0.1708
C 1.102 -0.858 -0.037  0.2435
N 0.571 -1.619 -1.176  0.0443
H 0.516 0.815 -1.220  -0.0608
H 2.226 0.846 -0.802  -0.0076
H 0.094 1.287 0.972  0.0465
H 2.079 -1.271 0.222  -0.0418
H 0.451 -0.922 0.834  -0.1754
H -0.369 -1.259 -1.324  0.0027
H 0.443 -2.587 -0.896  -0.0119

Properties
Charge ... -2
DFT total energy ... -16573.37606 eV
Energy above the lowest of the compared OMol25 structures with the same formula, charge and spin ... 0.0 kcal/mol
Multiplicity ... 2
HOMO (spin up / spin down) ... 3.80 / -0.11 eV
Expectation value of S² ... 0.75
Orbital gap (spin up / spin down) ... 2.35 / 6.27 eV

---

[6]
Formula: C6H10N5
Source: OMol25
Level of theory: ωB97M-V/def2-TZVPD

Each line ends with the Löwdin charge.
CARTESIAN COORDINATES (ANGSTROEM)
C -1.244 -1.020 1.475  -0.1410
C 0.250 -0.745 -0.645  -0.1965
C -0.791 -0.097 -1.567  -0.0309
C 2.146 -1.490 0.267  -0.1551
C -0.958 1.684 0.302  -0.1129
C 0.045 -0.728 0.895  -0.3511
N -2.266 -1.274 1.949  0.2154
N 1.383 -1.253 -0.922  0.1316
N 1.186 -1.242 1.415  0.0755
N 0.014 1.035 1.039  0.0383
N -0.816 1.425 -1.423  0.1340
H -0.621 -0.371 -2.588  0.1254
H -1.753 -0.592 -1.387  0.1436
H 2.663 -2.574 0.403  0.1811
H 2.899 -0.651 0.264  0.1362
H -2.019 1.575 0.667  0.1527
H -0.843 2.738 0.478  0.1146
H 1.486 -1.460 2.334  0.1437
H 0.986 1.309 0.823  0.1269
H -0.144 1.890 -1.979  0.1480
H -1.604 1.841 -1.800  0.1205

Properties
SMILES ... N#C[C@@]12NCN=C1C[NH2+]CN2
Charge ... +1
DFT total energy ... -13824.79631 eV
Energy above the lowest of the compared OMol25 structures with the same formula, charge and spin ... 74.4 kcal/mol
Multiplicity ... 1
HOMO ... -13.31 eV
Orbital gap ... 9.80 eV

---

DFT total energy of number 1 (C5H28N2O8)? -24969.12658 eV

---

multiplicity of number 3 (C4H11NO3)? 1